135
Properties=species:S:1:pos:R:3:forces:R:3 method="wB97M-V/def2-TZVPD" e_homo_ev=-6.7 homo_lumo_gap_ev=6.99 fmax_ev_per_a=3.2 total_charge=0
Zr 0.1962 -0.1599 0.0626 -0.240 -0.151 -0.099
C -1.0971 4.1275 2.7240 1.990 -0.183 0.183
C -1.1309 4.1447 1.1958 -1.866 -0.171 -1.113
C -1.2471 5.6170 0.6777 0.604 -0.139 -0.284
C 0.0215 6.3680 0.6058 1.751 0.503 1.797
C 1.0137 5.5551 -0.1638 0.099 -0.903 -0.627
C 1.2223 4.0109 0.2378 0.530 0.960 -0.140
N -0.0899 3.2857 0.3971 0.191 0.753 0.202
O 0.1015 1.8911 0.9165 -0.133 0.189 -1.121
C 2.0790 4.0202 1.5009 -0.551 0.001 0.838
C 2.0693 3.4908 -0.9437 -1.333 -0.544 -0.524
C -2.4802 3.5474 0.8152 -0.599 -1.879 0.196
H -0.2532 4.7514 3.0186 0.295 -0.234 0.333
H -0.9011 3.0965 3.0183 0.139 0.068 0.216
H -1.8987 4.5216 3.3486 -0.663 -0.052 -0.841
H -1.8490 6.2119 1.3647 -0.815 -0.525 -0.203
H -1.5711 5.6823 -0.3609 -0.952 -0.551 0.089
H 0.3549 6.6002 1.6173 0.375 -0.271 0.385
H -0.0957 7.3799 0.2179 -0.172 -0.098 -0.563
H 2.0301 5.9459 -0.2125 -0.012 0.270 0.336
H 0.6442 5.6777 -1.1819 0.109 -0.750 -0.467
H 3.1040 4.3563 1.3440 0.011 -0.132 -0.224
H 2.0535 3.0534 2.0037 0.205 -0.254 -0.189
H 1.6379 4.6923 2.2370 0.084 0.166 0.038
H 2.4019 2.4542 -0.8883 0.124 0.023 0.465
H 2.9027 4.1385 -1.2159 0.069 0.031 0.419
H 1.3985 3.4815 -1.8028 -0.027 -0.061 -0.264
H -2.4646 2.5063 1.1376 0.120 -0.312 0.151
H -2.7476 3.4483 -0.2369 0.452 0.573 -0.213
H -3.3509 3.9259 1.3507 0.190 0.645 0.076
C 1.8187 -3.9693 -2.8869 0.271 0.831 1.109
C 0.3599 -4.2414 -2.3926 0.999 1.166 -1.541
C 0.0902 -5.7491 -2.7123 -0.850 1.212 -0.977
C 0.3981 -6.6685 -1.6344 0.094 -0.905 1.647
C -0.1701 -6.1191 -0.3104 0.565 -0.298 -1.061
C 0.3786 -4.7664 0.1483 0.897 1.012 0.427
N 0.1251 -3.7499 -0.9607 -0.618 -0.364 0.589
O 0.5086 -2.3430 -0.6335 -0.447 -0.211 -0.063
C 1.8426 -5.0048 0.6194 0.258 -0.100 -0.558
C -0.4109 -4.4491 1.4584 0.127 -0.600 -0.989
C -0.5295 -3.4843 -3.3969 -1.025 0.028 0.163
H 2.5262 -4.3793 -2.1662 0.157 -0.236 -0.140
H 2.0117 -2.8965 -2.8871 -0.148 0.241 0.226
H 2.0981 -4.2679 -3.8973 -0.497 -0.510 0.029
H 0.5594 -6.0351 -3.6537 0.743 0.390 0.056
H -0.9375 -5.8946 -3.0452 -0.576 0.294 0.645
H 1.4600 -6.8940 -1.5360 0.217 0.252 0.065
H -0.0630 -7.6349 -1.8382 -0.080 -0.160 0.086
H 0.1217 -6.8688 0.4250 -0.622 0.179 0.404
H -1.2456 -5.9910 -0.4324 -0.194 -0.374 0.230
H 2.2941 -4.2028 1.2033 -0.282 0.221 -0.082
H 2.5378 -5.2559 -0.1817 -0.072 0.223 -0.285
H 1.8574 -5.9064 1.2318 -0.138 0.064 0.331
H -0.4433 -5.4097 1.9725 -0.057 -0.020 0.276
H -1.4382 -4.2411 1.1593 -0.070 0.455 0.325
H 0.0410 -3.7391 2.1511 -0.164 0.389 -0.479
H -0.3758 -3.8389 -4.4161 0.903 0.299 -0.157
H -0.4977 -2.3976 -3.3191 0.422 0.006 -0.039
H -1.5872 -3.7443 -3.3523 -0.289 -0.085 0.912
C 1.1586 -0.2945 -5.2267 0.501 0.679 1.435
C 1.4431 0.9373 -4.1742 0.237 -0.340 -0.065
C 1.8961 2.2411 -4.9311 -0.832 -0.707 -0.585
C 0.7345 2.7719 -5.7882 -0.016 -0.053 0.755
C -0.5118 3.0316 -4.9312 0.578 0.088 -0.135
C -0.8960 1.8768 -3.9467 -0.986 0.933 0.691
N 0.2782 1.2788 -3.2981 2.008 0.633 0.351
O 0.0938 0.3923 -2.1726 -0.181 -0.035 0.898
C -1.7887 0.9137 -4.6682 -0.137 -1.700 -0.901
C -1.7791 2.5046 -2.8508 0.576 0.504 0.491
C 2.6662 0.5088 -3.3198 -0.248 -1.163 0.029
H 0.4164 -0.0841 -5.9968 0.116 0.057 0.140
H 0.8634 -1.1679 -4.6453 -0.601 0.209 0.248
H 2.0637 -0.7036 -5.6755 0.352 0.677 -0.321
H 2.7679 1.9537 -5.5189 -0.094 -0.092 -0.399
H 2.2852 3.0273 -4.2840 -0.352 -0.128 0.544
H 0.4316 2.0379 -6.5349 0.290 -0.137 -0.134
H 0.9434 3.6979 -6.3238 0.362 -0.024 -0.045
H -1.2657 3.2278 -5.6936 -0.730 -0.549 0.314
H -0.4985 4.0051 -4.4412 0.644 -0.080 0.568
H -2.8029 0.9263 -4.2691 -0.060 -0.009 -0.295
H -1.3994 -0.0989 -4.5629 -0.203 -0.147 0.256
H -1.7946 1.0736 -5.7464 -0.268 0.126 -0.073
H -1.1351 3.0560 -2.1657 -0.004 -0.224 0.390
H -2.3662 1.7507 -2.3264 0.272 -0.098 0.245
H -2.4912 3.2504 -3.2039 -0.071 -0.115 -0.618
H 3.5923 0.4633 -3.8929 -0.055 0.493 -0.393
H 2.5617 -0.5363 -3.0284 -0.366 -0.156 0.235
H 2.8777 1.0393 -2.3913 -0.423 0.479 -0.262
C -1.7171 -2.0483 4.2514 -0.394 -2.447 -1.735
C -1.0618 -0.7328 4.2651 0.655 2.928 1.190
C -0.9722 -0.2958 5.7729 0.085 -0.442 0.067
C 0.1371 -0.9443 6.5318 -0.175 -0.492 -0.139
C 1.4123 -0.6249 5.8295 -1.035 0.253 -0.060
C 1.4807 -1.0661 4.3544 -0.269 -0.491 0.014
N 0.2772 -0.5604 3.5664 -0.372 0.059 1.588
O 0.2285 -0.9527 2.2032 0.160 0.370 -1.423
C 1.7112 -2.6157 4.4278 0.919 0.289 -1.037
C 2.7287 -0.3182 3.8360 -0.324 -0.055 -0.550
C -1.9892 0.3696 3.7156 -0.067 0.281 -0.960
H -2.7716 -2.1085 4.5204 -0.033 0.642 0.211
H -1.2467 -2.8727 4.7873 0.373 0.345 0.388
H -1.6816 -2.4073 3.2228 -0.112 -0.118 -0.333
H -1.8507 -0.6968 6.2783 -0.677 0.699 -0.335
H -0.8840 0.7869 5.8627 -0.223 0.034 -0.027
H -0.1017 -2.0067 6.5811 0.393 -0.298 0.065
H 0.2153 -0.5964 7.5618 -0.254 0.103 0.096
H 2.1815 -1.0789 6.4544 0.730 0.408 -0.624
H 1.4048 0.4649 5.8089 0.717 0.236 0.301
H 0.9282 -3.2544 4.8364 -0.316 0.406 -0.312
H 2.5906 -2.8640 5.0220 0.136 0.463 0.425
H 2.0545 -2.9649 3.4539 -0.626 -0.252 -0.344
H 3.2579 -0.8954 3.0777 0.551 -0.238 0.453
H 3.2747 0.0303 4.7126 0.797 -0.605 -0.323
H 2.5151 0.6181 3.3203 -0.799 0.059 0.026
H -1.6713 1.3982 3.8859 0.530 -0.220 0.734
H -2.9830 0.2980 4.1574 -0.163 -0.212 -0.214
H -2.0130 0.4236 2.6272 -0.412 -0.764 -0.234
C 3.3996 -0.7331 -0.0908 1.704 -2.073 -0.325
O 2.3393 0.0859 0.3268 0.439 0.294 -0.550
H 3.1114 -1.6889 -0.5283 -0.958 0.197 0.187
H 4.0549 -0.3196 -0.8574 -0.170 0.728 0.192
H 3.9755 -1.0040 0.7942 0.217 0.128 -0.018
H 2.7886 0.8032 0.7798 -0.755 0.640 0.352
C -2.6704 -1.4906 -0.0945 -1.239 -0.918 -0.663
O -1.9650 -0.2149 0.0519 -0.868 -2.247 0.186
H -2.0792 -2.3995 -0.2070 0.648 0.568 -0.077
H -3.4264 -1.6759 0.6685 0.639 0.381 1.002
H -3.3691 -1.3827 -0.9242 0.607 -0.012 -0.701
H -2.7829 0.2803 0.1385 0.009 1.977 0.077
C -5.5328 1.0665 0.8814 -0.214 -1.333 1.179
O -4.4435 0.9971 -0.0871 -2.256 0.558 0.848
H -5.2631 0.4492 1.7384 0.488 0.518 0.218
H -5.9230 2.0332 1.1998 1.077 0.522 -0.118
H -6.4712 0.5774 0.6202 0.153 -0.389 -1.178
H -4.9259 1.3723 -0.8275 0.875 0.035 -0.879